The following is a quantum chemistry calculation of C2H2FOY as an isolated structure at a distorted geometry, from the Open Molecules 2025 dataset.

Structure (XYZ):
```
7
Properties=species:S:1:pos:R:3:forces:R:3:lowdin_charge:R:1
C -0.677125 0.573296 0.392547 2.1 -0.7 2.6 -0.156
C -0.357206 0.589510 1.726681 -0.7 1.7 -3.1 0.007
O -0.699353 -0.084600 -0.606109 -1.1 -1.3 -1.7 -0.106
H -1.643152 0.937866 1.468886 0.8 0.1 1.3 0.259
F 0.597735 1.382954 2.132450 -1.2 -0.3 1.0 0.145
Y -0.281592 -1.944700 -1.986664 0.3 0.6 -0.1 2.025
H -0.332726 -3.496386 -2.993974 -0.2 -0.2 0.0 -0.174
```
Positions in Å, forces in eV/Å.

## Properties
Highest occupied orbital energy   -19.10 eV
Total charge   +2
LUMO level   -11.578 eV
Total energy   -289.89816 hartree
HOMO-LUMO gap   7.523 eV

The following is a quantum chemistry calculation of one molecule with the formula C5H9NO, from the Open Molecules 2025 dataset.

Structure (XYZ):
```
16
Properties=species:S:1:pos:R:3:forces:R:3:lowdin_charge:R:1
C -1.573347 -1.198040 -0.022148 0.0 0.0 0.0 -0.068
C -0.563088 -0.275876 -0.693100 0.0 -0.1 -0.1 -0.298
C -0.732820 1.249416 -0.415354 -0.2 0.1 -0.1 -0.128
C 0.621909 1.282731 0.342970 0.2 0.1 0.1 -0.093
C 0.783360 -0.175746 -0.006417 0.3 -0.4 0.0 -0.298
N 1.682482 -1.053942 0.150312 -0.6 0.3 -0.2 0.045
O 2.771057 -0.517120 0.839304 0.4 -0.1 0.1 -0.065
H -2.561590 -1.095022 -0.484796 0.1 0.0 0.1 0.077
H -1.670270 -0.957688 1.043138 0.0 0.0 -0.1 0.083
H -1.259900 -2.243954 -0.102902 0.0 0.2 0.0 0.078
H -0.480606 -0.520042 -1.758656 0.0 0.0 0.2 0.139
H -0.749700 1.865419 -1.317968 0.0 -0.1 0.1 0.104
H -1.606002 1.495374 0.195880 0.1 0.0 -0.1 0.105
H 0.556049 1.466405 1.421187 0.0 0.0 -0.2 0.117
H 1.396081 1.938433 -0.068004 -0.1 -0.1 0.1 0.114
H 3.386391 -1.260344 0.876557 -0.1 0.2 0.0 0.087
```
Positions in Å, forces in eV/Å.

## Properties
Structure (SMILES)   C[C@H]1CC/C1=N\O
Highest occupied orbital energy   -9.43 eV
LUMO level   1.091 eV
Total energy   -325.83142 hartree
HOMO-LUMO gap   10.525 eV

The following is a quantum chemistry calculation of C28H25BCuF4NO4P as an isolated structure at a distorted geometry, from the Open Molecules 2025 dataset.

Structure (XYZ):
```
65
Properties=species:S:1:pos:R:3:forces:R:3:mulliken_spin:R:1
Cu 0.217152 1.011151 1.370964 -0.2 0.3 -0.4 0.495
O 3.071718 -1.535369 2.664540 0.0 -0.2 0.3 0.002
C 2.129701 -0.616748 2.545836 0.2 0.4 -0.5 -0.022
O 2.210001 0.301909 1.747768 0.5 -0.2 0.4 0.007
C 0.947862 -0.777258 3.410348 -0.4 -0.3 0.5 0.025
C 0.763168 -1.839545 4.278441 0.3 0.1 -0.3 -0.001
C -0.414201 -1.881073 5.008039 -0.2 0.1 0.1 -0.001
C -1.336195 -0.862003 4.858533 0.2 -0.1 0.1 -0.003
C -1.055280 0.177347 3.977295 0.0 0.1 0.2 -0.027
N 0.055197 0.207254 3.263433 0.3 0.0 0.2 -0.002
C -1.978053 1.366822 3.812215 -1.4 0.0 -0.2 0.026
O -3.254446 1.099952 3.624763 1.8 4.6 1.1 0.000
O -1.531501 2.479751 3.877848 0.6 0.4 0.1 0.003
H 3.789532 -1.324097 2.049497 0.0 0.1 -0.1 0.000
H 1.516254 -2.611106 4.347940 0.0 0.0 0.1 0.000
H -0.616683 -2.703636 5.679820 0.0 0.0 0.0 0.000
H -2.271857 -0.873787 5.399070 0.0 0.1 0.0 0.000
H -3.402115 0.175775 3.306252 -0.1 1.1 0.6 0.000
C 2.737708 2.487947 -0.883419 0.0 0.0 -0.1 0.004
C 3.003699 1.235288 -1.670610 0.0 -0.1 0.0 0.002
C 4.162885 1.135161 -2.433007 0.0 0.0 0.0 -0.005
C 4.425497 0.019237 -3.212620 0.0 0.0 0.0 0.009
C 3.528756 -1.035840 -3.234159 0.0 -0.1 0.0 -0.005
C 2.371708 -0.966967 -2.474604 0.0 0.1 0.0 0.011
C 2.096372 0.160093 -1.700597 0.1 -0.1 0.1 0.019
P 0.519484 0.270062 -0.789492 -0.3 0.4 -0.6 0.026
C -0.251365 -1.358716 -1.062223 -0.1 0.0 0.2 -0.010
C 0.300194 -2.335113 -0.225567 -0.1 0.2 0.0 0.053
C -0.138882 -3.641729 -0.255244 0.1 -0.1 0.1 0.000
C -1.163488 -3.987473 -1.119629 0.0 0.0 0.0 0.003
C -1.728836 -3.025893 -1.935658 -0.1 0.0 0.0 -0.001
C -1.293107 -1.702532 -1.934043 0.1 0.0 0.0 -0.010
C -1.955165 -0.724331 -2.863297 0.0 0.0 0.1 0.004
C -0.293665 1.660284 -1.629841 0.0 -0.2 0.1 0.006
C -0.037506 2.031858 -2.944785 -0.1 0.0 -0.1 -0.014
C -0.605642 3.185834 -3.457462 0.1 -0.1 -0.1 0.020
C -1.408806 3.971257 -2.639791 0.0 0.1 0.1 -0.007
C -1.637635 3.616581 -1.320833 0.0 0.0 0.0 0.008
C -1.089730 2.446889 -0.788996 0.1 0.0 -0.2 -0.028
C -1.337608 2.015578 0.604768 -0.1 0.0 0.2 0.434
H 3.644905 3.083691 -0.791392 0.0 0.0 0.0 0.000
H 2.374756 2.253885 0.114479 0.0 0.0 0.2 0.003
H 1.977823 3.100602 -1.374683 0.0 0.0 0.0 -0.001
H 4.870631 1.956097 -2.422230 0.0 0.0 0.0 0.000
H 5.329540 -0.024181 -3.806653 0.0 0.0 0.0 0.001
H 3.724800 -1.910170 -3.841434 0.0 0.0 0.0 0.000
H 1.668440 -1.789676 -2.483784 0.1 0.0 -0.1 0.004
H 1.077256 -2.045998 0.473484 0.1 -0.1 0.0 0.001
H 0.288851 -4.377275 0.413711 0.0 0.0 0.0 0.000
H -1.533169 -5.003810 -1.145458 0.0 0.0 0.0 0.000
H -2.549324 -3.300629 -2.587372 0.0 0.0 0.0 0.000
H -2.654126 -1.243001 -3.517819 0.0 0.0 0.0 0.000
H -1.221661 -0.212041 -3.482208 -0.1 0.0 0.0 -0.001
H -2.513688 0.026624 -2.302509 0.0 0.1 0.0 0.000
H 0.620742 1.428590 -3.559363 0.0 0.0 0.0 0.001
H -0.411779 3.479519 -4.480933 0.0 0.0 0.0 0.001
H -1.852280 4.876686 -3.035464 0.0 0.0 0.0 -0.001
H -2.259509 4.242164 -0.692033 0.0 0.0 0.0 -0.001
H -2.108765 1.242559 0.659829 0.0 0.0 0.0 -0.051
H -1.588558 2.836312 1.277728 0.0 0.0 0.0 0.019
F -3.833079 -0.292412 0.981907 0.1 -0.2 0.4 0.000
B -3.202585 -1.192971 1.837385 0.4 -0.8 -1.8 -0.001
F -3.504889 -2.507170 1.538807 0.1 0.3 0.2 0.000
F -3.599716 -0.907167 3.196746 -1.2 -5.5 -0.9 0.000
F -1.789739 -0.973038 1.777763 -0.6 -0.2 0.0 0.007
```
Positions in Å, forces in eV/Å.

## Properties
Highest occupied orbital energy (alpha / beta)   -7.68 / -8.62 eV
LUMO level (alpha / beta)   -0.976 / -1.037 eV
Spin multiplicity   2
Total energy   -3844.09835 hartree
HOMO-LUMO gap (alpha / beta)   6.699 / 7.583 eV

The following is a quantum chemistry calculation of C14H17Br2N4OTl as an isolated structure at a distorted geometry, from the Open Molecules 2025 dataset.

Structure (XYZ):
```
39
Properties=species:S:1:pos:R:3:forces:R:3:lowdin_charge:R:1
Tl 0.611218 1.332001 2.072967 0.1 0.4 0.1 0.820
Br -2.838646 -2.909109 2.624475 -0.4 0.6 0.1 0.761
C -0.967054 -2.892848 2.601654 1.2 0.8 -0.3 -0.627
C -0.378873 -4.123797 2.865801 1.1 0.7 -0.3 -0.225
C 0.973913 -4.261013 2.696079 -0.2 -0.4 0.1 -0.644
Br 1.592355 -6.024162 3.025906 0.6 -0.1 0.0 0.745
C 1.821092 -3.217360 2.266484 0.3 0.7 0.0 -0.173
C 3.232745 -3.337213 2.154232 -0.4 0.6 -0.4 -0.017
C 3.965040 -2.255543 1.693791 -0.5 -0.9 0.7 -0.058
C 3.293321 -1.097516 1.346954 -1.2 0.6 0.1 -0.141
N 1.986444 -0.887947 1.554165 0.9 0.0 -0.4 0.017
C 1.249596 -1.899259 2.022339 -0.7 -2.3 0.8 -0.162
C -0.188595 -1.722440 2.293717 -0.6 -0.2 0.2 -0.397
O -0.707103 -0.547650 2.262125 -0.2 -0.4 -0.3 -0.332
H -0.937147 -4.950536 3.256860 -0.4 -0.2 -0.2 0.077
H 3.688150 -4.286152 2.389869 0.2 0.0 0.1 0.076
H 5.040554 -2.235644 1.683896 0.2 -0.3 -0.3 0.102
H 3.847038 -0.311416 0.862567 0.0 0.4 0.1 0.104
C -2.490103 1.288902 0.137190 -0.7 -0.8 0.2 -0.082
N -2.055785 2.032439 -1.038674 -0.7 -0.3 0.1 -0.133
C -3.170332 2.777723 -1.674388 0.6 0.0 0.6 -0.056
C -0.733455 1.911977 -1.384205 0.6 0.2 0.4 -0.403
N 0.110905 1.485958 -0.455184 -0.2 0.5 -1.1 -0.007
N -0.300546 2.227071 -2.659445 0.1 0.2 0.2 -0.138
C -1.128380 2.812190 -3.718464 0.4 -0.7 -0.4 -0.056
C 1.140239 2.154610 -2.933782 -0.4 -0.5 -0.1 -0.063
H -3.519763 0.892520 -0.048783 0.8 0.2 0.1 0.102
H -2.545494 1.881171 1.058233 0.1 0.2 -0.2 0.087
H -1.830030 0.444439 0.345126 -0.2 0.1 -0.1 0.053
H -4.002540 2.802823 -0.954763 0.5 0.0 -0.2 0.089
H -3.554384 2.280528 -2.562550 0.1 0.1 -0.2 0.083
H -2.864467 3.813473 -1.863827 -0.4 -0.3 -0.1 0.082
H 1.069750 1.524246 -0.809358 -0.5 -0.3 0.1 0.005
H -1.764630 2.050097 -4.230511 0.5 0.5 0.3 0.105
H -0.414933 3.250742 -4.430058 -0.5 -0.2 0.0 0.084
H -1.753549 3.612716 -3.366161 -0.1 0.2 0.0 0.050
H 1.535384 1.133073 -2.766137 -0.2 0.5 0.0 0.099
H 1.703417 2.865532 -2.327100 0.1 0.0 0.0 0.092
H 1.284652 2.385375 -3.991040 0.1 0.0 0.2 0.081
```
Positions in Å, forces in eV/Å.

## Properties
Highest occupied orbital energy   -6.86 eV
LUMO level   0.228 eV
Total energy   -6158.44575 hartree
HOMO-LUMO gap   7.087 eV